(1)
An isolated ion of composition C3H11NP and charge +1. Source: the Open Molecules 2025 dataset; level of theory: wB97M-V/def2-TZVPD.

Element x y z (Å)
P1 0.9701 -0.1489 -0.9314
N1 -0.2607 1.2609 1.2267
C1 0.1943 0.2685 -2.5533
C2 -0.3741 -0.0525 0.4627
C3 0.0516 -1.1066 1.7285
H1 1.0308 0.3017 -3.3223
H2 -0.0211 2.0307 0.5102
H3 0.5349 1.2935 1.9066
H4 0.7187 -1.6388 -1.1224
H5 -0.1242 -2.1391 1.4237
H6 -0.1844 1.3779 -2.5083
H7 -0.5756 -0.3581 -2.8459
H8 -0.5117 -0.8687 2.5618
H9 1.0745 -1.1724 1.7319
H10 -1.1855 1.3460 1.7095
H11 -1.3377 -0.3941 0.0221

Forces on atoms 1 to 3 (eV/Å):
P -0.4 -2.1 0.2
N -0.6 1.2 -1.8
C 1.5 3.8 0.3

SMILES string   CP[C@@H](C)[NH3+]
Orbital gap   9.7 eV
Calculated total energy   -516.68862 hartree
2S+1   1
E_LUMO   -3.821 eV
Energy relative to the best compared isomer or geometry (same formula, charge and spin)   79.2 kcal per mole
Net charge   +1
F_max   5.526 eV Å⁻¹

(2)
A 2-piece molecular cluster, C3H11NP2 overall. Source: the Open Molecules 2025 dataset; level of theory: wB97M-V/def2-TZVPD.

Element x y z (Å)
P1 -1.9979 -0.6544 -1.1239
P2 0.0606 1.8698 -1.1935
N1 -0.7916 -0.5106 0.0274
C1 1.1630 0.4832 1.0517
C2 0.3487 0.3268 -0.2025
C3 -0.6498 -1.7776 0.7116
H1 0.4906 0.5707 2.0038
H2 -1.1331 -0.6833 -2.3329
H3 -0.0754 -1.6016 1.6406
H4 1.6460 1.5448 0.9701
H5 -1.5570 -2.2826 0.9007
H6 1.3729 2.3426 -1.2022
H7 1.9201 -0.1896 1.3269
H8 0.0507 -2.4527 0.0084
H9 -2.2659 0.7294 -1.3596
H10 -0.1899 2.6732 -0.0595
H11 1.6079 -0.3881 -1.1669

Forces on atoms 1 to 3 (eV/Å):
P -0.5 0.5 -2.2
P -0.3 -0.1 -0.1
N 0.4 0.9 -0.3

Orbital gap   9.6 eV
Calculated total energy   -858.20478 hartree
2S+1   1
E_LUMO   0.835 eV
Energy relative to the best compared isomer or geometry (same formula, charge and spin)   42.6 kcal per mole
F_max   4.615 eV Å⁻¹

(3)
A 2-piece molecular cluster, C3H11NS overall. Source: the Open Molecules 2025 dataset; level of theory: wB97M-V/def2-TZVPD.

Element x y z (Å)
S1 1.2294 -0.3680 -1.6107
N1 -0.7154 0.8532 1.1974
C1 -1.5752 -0.3175 1.1670
C2 2.5174 -1.7966 -1.5695
C3 -1.0287 1.9099 0.2049
H1 2.1627 -2.2004 -0.6466
H2 3.4602 -1.2855 -1.3984
H3 1.1278 -0.5038 -0.2852
H4 2.4822 -2.3366 -2.5058
H5 -1.3192 2.8496 0.6781
H6 -1.5467 -0.9053 0.2612
H7 -0.9011 1.4210 2.0135
H8 -2.6074 -0.0610 1.4575
H9 -0.2238 2.0649 -0.5224
H10 -1.8692 1.5979 -0.4521
H11 -1.1929 -0.9220 2.0111

Forces on atoms 1 to 3 (eV/Å):
S 0.8 -0.9 -0.1
N 0.1 1.7 -0.8
C -0.1 0.2 2.1

SMILES string   CNC.CS
Orbital gap   9.9 eV
Calculated total energy   -573.78072 hartree
2S+1   1
E_LUMO   1.000 eV
Energy relative to the best compared isomer or geometry (same formula, charge and spin)   31.9 kcal per mole
F_max   2.733 eV Å⁻¹